DFT (ωB97M-V/def2-TZVPD) results for a 2-piece molecular cluster, CH3N3S overall.

Element x y z (Å)
C  -0.052  0.232  2.098
N  0.365  -0.452  -2.091
N  1.190  -1.149  -2.382
N  -0.536  0.145  -1.574
S  1.329  1.017  1.906
H  -0.784  0.216  1.351
H  -0.262  -0.585  2.849
H  -1.250  0.575  -2.158

Values from the calculation:
gap between HOMO and LUMO	8.49	eV
max |F|	2.84	eV/Å

=====

DFT (ωB97M-V/def2-TZVPD) results for CH3N3S2 as an isolated structure.

Element x y z (Å)
C  -0.667  -1.550  -0.465
N  -0.195  -0.858  -1.444
N  -0.286  0.447  -1.414
N  1.319  1.121  0.594
S  -1.611  -0.644  0.782
S  -0.921  1.101  -0.084
H  -0.381  -2.524  -0.284
H  1.315  2.203  0.766
H  1.427  0.704  1.549

Values from the calculation:
gap between HOMO and LUMO (spin up / spin down)	7.45 / 7.94	eV
max |F|	2.78	eV/Å

=====

DFT (ωB97M-V/def2-TZVPD) results for CH3N3S2 as an isolated structure.

Element x y z (Å)
C  -0.290  0.225  -1.581
N  -0.728  -0.378  -0.559
N  0.117  -0.824  0.345
N  -0.191  0.420  1.767
S  1.444  0.420  -1.789
S  1.739  -0.759  -0.104
H  -0.940  0.628  -2.332
H  0.053  -0.195  2.537
H  -1.204  0.462  1.718

Values from the calculation:
gap between HOMO and LUMO (spin up / spin down)	7.74 / 7.74	eV
max |F|	3.99	eV/Å

=====

DFT (ωB97M-V/def2-TZVPD) results for a 2-piece molecular cluster, CH3N3S2 overall.

Element x y z (Å)
C  0.988  -1.169  -0.225
N  -2.102  1.514  -0.122
N  1.174  1.159  0.622
N  -2.290  0.388  -0.045
S  -2.659  -1.051  0.032
S  1.541  0.323  -0.618
H  0.861  -1.372  0.805
H  1.224  -1.918  -0.836
H  1.263  2.126  0.387

Values from the calculation:
gap between HOMO and LUMO (spin up / spin down)	8.47 / 8.47	eV
max |F|	7.43	eV/Å

=====

DFT (ωB97M-V/def2-TZVPD) results for one molecule with the formula CH3N3S2.

Element x y z (Å)
N  -1.507  0.450  -0.582
N  -0.290  0.539  -0.053
S  0.137  2.121  0.158
N  0.229  -0.502  0.473
C  1.456  -0.973  0.558
S  2.856  -0.681  -0.249
H  -2.152  1.160  -0.939
H  -2.116  -0.420  -0.635
H  1.387  -1.695  1.270

Values from the calculation:
gap between HOMO and LUMO (spin up / spin down)	6.90 / 6.90	eV
SMILES	N/[N+]([S-])=N/C=S
max |F|	5.38	eV/Å

=====

DFT (ωB97M-V/def2-TZVPD) results for an isolated ion of composition CH3N4 and charge +1.

Element x y z (Å)
H  -1.304  -1.796  -1.506
N  -0.941  -1.161  -0.729
N  -1.670  -0.131  -0.696
N  -1.091  0.661  0.229
C  0.046  0.485  0.528
N  1.307  0.580  0.726
H  1.775  0.349  1.584
H  1.880  1.013  -0.137

Values from the calculation:
gap between HOMO and LUMO	9.94	eV
SMILES	[H]/N=N/N=C=[NH2+]
max |F|	4.23	eV/Å
net charge	+1

=====

DFT (ωB97M-V/def2-TZVPD) results for an isolated ion of composition CH3N4O and charge +1.

Element x y z (Å)
N  -1.430  0.214  -1.159
N  -0.085  0.868  -0.867
N  0.491  0.388  0.087
C  1.216  0.092  1.004
N  2.004  -0.529  1.841
O  3.030  -1.290  2.888
H  -1.989  0.953  -1.614
H  -1.933  -0.152  -0.332
H  -1.303  -0.545  -1.848

Values from the calculation:
gap between HOMO and LUMO (spin up / spin down)	6.89 / 6.88	eV
SMILES	[NH3+]N=[N+]=C=N[O-]
max |F|	11.40	eV/Å
net charge	+1

=====

DFT (ωB97M-V/def2-TZVPD) results for a 2-piece molecular cluster, CH3N4O overall.

Element x y z (Å)
C  0.509  0.938  2.639
N  -0.029  0.879  1.529
N  0.054  1.077  0.339
N  -0.082  1.124  -0.782
N  -0.358  -0.983  -1.827
O  0.806  0.879  3.708
H  -1.268  -1.343  -1.757
H  0.256  -1.272  -1.068
H  0.112  -1.299  -2.781

Values from the calculation:
gap between HOMO and LUMO	8.24	eV
max |F|	5.51	eV/Å
net charge	+1

=====

DFT (ωB97M-V/def2-TZVPD) results for a 2-piece molecular cluster, CH3N4O4 overall.

Element x y z (Å)
C  0.273  0.189  -0.999
N  -1.341  0.105  0.440
N  -0.230  -0.619  -1.902
N  1.435  0.412  -0.337
N  -1.475  -0.139  1.616
O  -0.637  -1.619  -2.307
O  -0.017  0.726  -2.323
O  2.217  1.320  -0.673
O  1.508  -0.194  0.869
H  -1.744  -1.197  1.952
H  1.863  0.491  1.412
H  -1.851  0.526  2.251

Values from the calculation:
gap between HOMO and LUMO (spin up / spin down)	7.09 / 6.02	eV
expectation value of S²	2.215
spin multiplicity	3
max |F|	5.17	eV/Å
net charge	+1

=====

DFT (ωB97M-V/def2-TZVPD) results for a 2-piece molecular cluster, CH3N4S overall.

Element x y z (Å)
C  -0.101  0.055  -0.935
N  0.746  -0.823  0.884
N  0.109  1.111  -0.021
N  0.426  -1.085  -0.271
N  0.599  0.625  1.038
S  0.969  1.286  2.414
H  -1.164  0.088  -1.095
H  0.452  0.442  -1.857
H  -2.036  -1.698  -0.157

Values from the calculation:
gap between HOMO and LUMO (spin up / spin down)	7.53 / 4.43	eV
max |F|	3.86	eV/Å
net charge	-1

=====

DFT (ωB97M-V/def2-TZVPD) results for a 2-piece molecular cluster, CH3N4Si overall.

Element x y z (Å)
C  0.824  -0.565  2.701
N  1.932  -0.135  3.226
N  0.272  -1.616  3.314
N  2.080  -0.960  4.271
N  1.103  -1.778  4.327
Si  -0.007  -0.056  0.028
H  0.441  1.232  0.554
H  -1.478  -0.078  -0.386
H  0.879  -0.467  -1.232

Values from the calculation:
gap between HOMO and LUMO (spin up / spin down)	7.64 / 7.63	eV
max |F|	3.38	eV/Å
net charge	-1

=====

DFT (ωB97M-V/def2-TZVPD) results for one molecule with the formula CH3N5.

Element x y z (Å)
N  -1.614  0.031  -0.077
C  -0.260  -0.139  -0.226
N  0.356  -1.198  -0.146
N  1.739  -0.883  0.005
N  1.831  0.392  0.031
N  0.721  0.891  -0.164
H  -1.704  0.276  1.107
H  -1.628  -1.110  -0.206
H  0.560  1.740  -0.323

Values from the calculation:
gap between HOMO and LUMO	10.62	eV
SMILES	Nc1nnn[nH]1
max |F|	9.06	eV/Å

=====

DFT (ωB97M-V/def2-TZVPD) results for one molecule with the formula CH3N5.

Element x y z (Å)
N  1.251  0.482  -0.631
N  0.132  0.007  -0.214
C  -0.173  -0.756  0.902
N  -1.461  -0.611  1.220
N  -1.896  0.031  0.063
N  -0.976  0.319  -0.665
H  1.280  1.369  -0.409
H  1.223  0.202  -1.681
H  0.620  -1.043  1.415

Values from the calculation:
gap between HOMO and LUMO	11.16	eV
SMILES	Nn1cnnn1
max |F|	8.71	eV/Å

=====

DFT (ωB97M-V/def2-TZVPD) results for one molecule with the formula CH3N5O2.

Element x y z (Å)
N  1.597  0.692  0.542
C  0.474  0.023  0.694
N  0.528  -1.205  0.084
N  -0.719  -1.517  -0.442
N  -1.368  -0.482  -1.019
N  -1.418  0.580  -0.398
O  -1.392  1.621  -0.922
O  -0.602  0.799  0.847
H  2.483  0.290  0.809
H  1.528  1.641  0.395
H  -1.111  -2.441  -0.590

Values from the calculation:
gap between HOMO and LUMO	8.11	eV
SMILES	NC1=NNN=[N+]([O-])O1
max |F|	5.60	eV/Å

=====

DFT (ωB97M-V/def2-TZVPD) results for a 2-piece molecular cluster, CH3NO overall.

Element x y z (Å)
C  -1.316  -0.611  -0.718
N  -0.642  -0.354  0.189
H  -1.729  -0.647  -1.655
O  1.174  0.881  1.016
H  0.612  0.069  0.838
H  1.901  0.663  0.330

Values from the calculation:
gap between HOMO and LUMO	11.00	eV
SMILES	C#N.O
max |F|	4.52	eV/Å

=====

DFT (ωB97M-V/def2-TZVPD) results for a 2-piece molecular cluster, CH3NO overall.

Element x y z (Å)
C  0.495  -0.214  0.074
N  -0.543  0.593  -0.010
O  1.633  -0.062  -0.052
H  0.024  -2.131  0.062
H  -1.420  0.302  -0.283
H  -0.188  1.511  0.209

Values from the calculation:
gap between HOMO and LUMO	9.28	eV
max |F|	5.41	eV/Å

=====

DFT (ωB97M-V/def2-TZVPD) results for one molecule with the formula CH3NO.

Element x y z (Å)
N  0.169  -0.715  0.842
C  -0.214  -0.078  -0.299
O  0.104  0.943  -0.738
H  0.731  -0.241  1.607
H  -0.502  -1.331  1.145
H  -0.966  -0.505  -0.942

Values from the calculation:
gap between HOMO and LUMO	10.93	eV
SMILES	NC=O
max |F|	5.95	eV/Å

=====

DFT (ωB97M-V/def2-TZVPD) results for one molecule with the formula CH3NO2.

Element x y z (Å)
N  0.857  -0.167  0.356
C  -0.265  0.337  -0.309
O  -0.242  0.995  -1.356
O  -1.322  0.008  0.324
H  1.098  -0.867  0.942
H  1.621  0.430  0.071
H  -1.748  -0.736  -0.027

Values from the calculation:
gap between HOMO and LUMO	10.85	eV
SMILES	NC(=O)O
max |F|	6.52	eV/Å

=====

DFT (ωB97M-V/def2-TZVPD) results for a 2-piece molecular cluster, CH3NO2 overall.

Element x y z (Å)
C  0.615  0.391  0.889
N  -1.443  -0.118  -1.793
O  -0.406  -0.690  -1.376
O  -0.142  1.334  0.940
H  1.455  0.266  0.283
H  -0.620  -0.641  -0.403
H  0.540  -0.542  1.461

Values from the calculation:
gap between HOMO and LUMO (spin up / spin down)	8.88 / 9.15	eV
max |F|	2.76	eV/Å

=====

DFT (ωB97M-V/def2-TZVPD) results for an isolated ion of composition CH3NO2P and charge -1.

Element x y z (Å)
O  -2.185  0.669  0.011
C  -1.321  -0.148  0.054
O  -1.172  -1.353  0.047
N  0.117  0.722  0.232
P  1.626  0.054  0.105
H  -0.041  1.731  0.022
H  1.730  -0.533  -1.178
H  1.246  -1.142  0.706

Values from the calculation:
gap between HOMO and LUMO	8.36	eV
SMILES	O=C([O-])NP
max |F|	3.41	eV/Å
net charge	-1